(1)
# C28H24N2O2PRbS2

A molecular structure, C28H24N2O2PRbS2 (ωB97M-V/def2-TZVPD, the OMol25 dataset).

The LUMO energy is 4.14 eV. Its total charge is -2. Its molecular weight is 601.09 g mol⁻¹. Its multiplicity is 1. The HOMO-LUMO gap comes out at 6.30 eV.

Geometry as XYZ:
```
60
C28H24N2O2PRbS2 | the OMol25 dataset | ωB97M-V/def2-TZVPD
Rb -0.196 0.039 -0.308
O 0.766 2.459 -0.962
C 1.852 3.124 -0.894
C 1.972 4.472 -1.357
C 3.164 5.168 -1.306
C 4.327 4.585 -0.797
C 4.249 3.273 -0.339
C 3.059 2.560 -0.356
C 3.020 1.130 0.070
N 2.476 0.613 1.093
C 1.858 1.468 2.102
C 0.424 1.047 2.427
N 0.359 -0.349 2.832
C -0.705 -0.799 3.360
C -2.008 -0.136 3.601
C -2.562 -0.219 4.877
C -3.777 0.365 5.201
C -4.476 1.025 4.181
C -3.984 1.078 2.896
C -2.736 0.477 2.522
O -2.332 0.461 1.319
H 1.078 4.932 -1.764
H 3.197 6.189 -1.676
H 5.262 5.131 -0.766
H 5.142 2.787 0.047
H 3.506 0.419 -0.607
H 1.860 2.527 1.826
H 2.459 1.345 3.008
H -0.203 1.227 1.560
H 0.034 1.699 3.216
H -0.637 -1.835 3.713
H -2.005 -0.753 5.644
H -4.173 0.309 6.208
H -5.429 1.494 4.405
H -4.542 1.572 2.108
S 2.002 -4.699 -3.805
P 0.207 -4.314 -3.068
S -0.102 -2.802 -1.824
C -0.972 -4.186 -4.485
C -0.981 -5.195 -5.450
C -1.858 -5.137 -6.523
C -2.730 -4.059 -6.652
C -2.719 -3.050 -5.701
C -1.847 -3.118 -4.617
C -0.469 -5.833 -2.265
C -1.751 -5.797 -1.714
C -2.292 -6.926 -1.117
C -1.552 -8.102 -1.052
C -0.273 -8.140 -1.590
C 0.263 -7.009 -2.200
H -0.281 -6.018 -5.357
H -1.860 -5.928 -7.265
H -3.412 -4.009 -7.494
H -3.393 -2.206 -5.800
H -1.835 -2.344 -3.859
H -2.311 -4.870 -1.742
H -3.288 -6.887 -0.689
H -1.970 -8.982 -0.576
H 0.310 -9.053 -1.532
H 1.256 -7.022 -2.635
```

Population analysis type natural (NBO), resulting atomic charges in e: atom 1 (Rb): 0.946, atom 2 (O): -0.830, atom 3 (C): 0.410, atom 4 (C): -0.356, atom 5 (C): -0.152, atom 6 (C): -0.365, atom 7 (C): -0.174, atom 8 (C): -0.271, atom 9 (C): 0.145, atom 10 (N): -0.425, atom 11 (C): -0.257, atom 12 (C): -0.279, atom 13 (N): -0.437, atom 14 (C): 0.147, atom 15 (C): -0.282, atom 16 (C): -0.161, atom 17 (C): -0.348, atom 18 (C): -0.203, atom 19 (C): -0.326, atom 20 (C): 0.420, atom 21 (O): -0.812, atom 22 (H): 0.196, atom 23 (H): 0.174, atom 24 (H): 0.185, atom 25 (H): 0.187, atom 26 (H): 0.166, atom 27 (H): 0.192, atom 28 (H): 0.187, atom 29 (H): 0.211, atom 30 (H): 0.194, atom 31 (H): 0.155, atom 32 (H): 0.185, atom 33 (H): 0.186, atom 34 (H): 0.183, atom 35 (H): 0.198, atom 36 (S): -0.705, atom 37 (P): 1.153, atom 38 (S): -0.735, atom 39 (C): -0.374, atom 40 (C): -0.131, atom 41 (C): -0.250, atom 42 (C): -0.227, atom 43 (C): -0.223, atom 44 (C): -0.201, atom 45 (C): -0.377, atom 46 (C): -0.126, atom 47 (C): -0.245, atom 48 (C): -0.226, atom 49 (C): -0.228, atom 50 (C): -0.205, atom 51 (H): 0.218, atom 52 (H): 0.196, atom 53 (H): 0.194, atom 54 (H): 0.202, atom 55 (H): 0.246, atom 56 (H): 0.224, atom 57 (H): 0.201, atom 58 (H): 0.195, atom 59 (H): 0.196, atom 60 (H): 0.243

---

(2)
# C28H24N2P2PdS3

A molecular structure, C28H24N2P2PdS3 (ωB97M-V/def2-TZVPD, the OMol25 dataset).

The LUMO energy (alpha / beta) is 4.52 / 4.52 eV. Its total charge is -2. Its molecular weight is 653.08 g mol⁻¹. Its multiplicity is 1. The HOMO-LUMO gap (alpha / beta) comes out at 4.44 / 4.39 eV.

Geometry as XYZ:
```
60
C28H24N2P2PdS3 | the OMol25 dataset | ωB97M-V/def2-TZVPD
Pd -0.012 0.200 1.209
S 3.236 1.051 -0.059
P 1.614 2.224 -0.113
C 0.039 1.549 -0.374
P -1.484 2.259 0.026
S -3.169 1.165 0.009
C -1.664 3.244 1.610
C -2.638 4.236 1.743
C -2.854 4.876 2.956
C -2.101 4.533 4.078
C -1.139 3.541 3.963
C -0.930 2.910 2.741
C -1.753 3.623 -1.241
C -1.326 4.933 -1.069
C -1.389 5.868 -2.102
C -1.881 5.494 -3.341
C -2.310 4.183 -3.531
C -2.248 3.262 -2.495
C 1.755 3.334 1.384
C 1.301 4.649 1.382
C 1.353 5.440 2.527
C 1.863 4.918 3.705
C 2.324 3.603 3.722
C 2.274 2.827 2.574
C 1.920 3.457 -1.468
C 1.177 3.374 -2.638
C 1.435 4.227 -3.709
C 2.443 5.174 -3.623
C 3.205 5.253 -2.459
C 2.949 4.396 -1.400
H -3.260 4.491 0.894
H -3.620 5.640 3.029
H -2.262 5.037 5.024
H -0.520 3.273 4.814
H -0.158 2.146 2.672
H -0.940 5.244 -0.106
H -1.038 6.880 -1.937
H -1.921 6.211 -4.153
H -2.691 3.878 -4.499
H -2.583 2.240 -2.644
H 0.903 5.071 0.468
H 0.983 6.458 2.494
H 1.900 5.523 4.604
H 2.729 3.178 4.634
H 2.637 1.804 2.576
H 0.394 2.629 -2.700
H 0.833 4.151 -4.607
H 2.643 5.842 -4.453
H 4.006 5.981 -2.383
H 3.560 4.443 -0.506
S -0.017 -1.258 -0.577
N -0.936 -0.117 4.264
C 0.371 -0.334 4.656
C 0.894 -1.176 3.733
N -0.050 -1.485 2.756
C -1.124 -0.773 3.078
H -1.535 0.626 4.584
H 0.803 0.151 5.514
H 1.894 -1.571 3.672
H -2.101 -0.854 2.627
```

Population analysis type natural (NBO), resulting atomic charges in e: atom 1 (Pd): 0.378, atom 2 (S): -0.676, atom 3 (P): 1.320, atom 4 (C): -1.358, atom 5 (P): 1.341, atom 6 (S): -0.695, atom 7 (C): -0.371, atom 8 (C): -0.192, atom 9 (C): -0.238, atom 10 (C): -0.243, atom 11 (C): -0.251, atom 12 (C): -0.124, atom 13 (C): -0.349, atom 14 (C): -0.229, atom 15 (C): -0.217, atom 16 (C): -0.239, atom 17 (C): -0.252, atom 18 (C): -0.131, atom 19 (C): -0.247, atom 20 (C): -0.252, atom 21 (C): -0.221, atom 22 (C): -0.237, atom 23 (C): -0.242, atom 24 (C): -0.228, atom 25 (C): -0.261, atom 26 (C): -0.223, atom 27 (C): -0.211, atom 28 (C): -0.244, atom 29 (C): -0.232, atom 30 (C): -0.215, atom 31 (H): 0.223, atom 32 (H): 0.193, atom 33 (H): 0.191, atom 34 (H): 0.200, atom 35 (H): 0.200, atom 36 (H): 0.212, atom 37 (H): 0.195, atom 38 (H): 0.191, atom 39 (H): 0.195, atom 40 (H): 0.236, atom 41 (H): 0.217, atom 42 (H): 0.197, atom 43 (H): 0.192, atom 44 (H): 0.194, atom 45 (H): 0.250, atom 46 (H): 0.251, atom 47 (H): 0.200, atom 48 (H): 0.188, atom 49 (H): 0.189, atom 50 (H): 0.217, atom 51 (S): -0.753, atom 52 (N): -0.553, atom 53 (C): -0.140, atom 54 (C): -0.093, atom 55 (N): -0.455, atom 56 (C): 0.132, atom 57 (H): 0.416, atom 58 (H): 0.202, atom 59 (H): 0.211, atom 60 (H): 0.243

---

(3)
# C28H24N5O2RuS

A molecular structure, C28H24N5O2RuS (ωB97M-V/def2-TZVPD, the OMol25 dataset).

The LUMO energy (alpha / beta) is -3.09 / -4.58 eV. Its total charge is +1. Its molecular weight is 595.67 g mol⁻¹. Its multiplicity is 5. The HOMO-LUMO gap (alpha / beta) comes out at 5.16 / 6.65 eV.

Geometry as XYZ:
```
61
C28H24N5O2RuS | the OMol25 dataset | ωB97M-V/def2-TZVPD
Ru -0.122 0.154 -0.705
C 0.762 2.751 -3.908
C 0.075 2.296 -2.664
O 0.312 0.999 -2.342
C -0.718 3.157 -1.890
C -1.404 2.955 -0.728
C -2.146 4.002 0.025
N -1.340 1.642 -0.136
N -2.051 1.444 0.945
C -1.824 0.246 1.476
O -0.971 -0.576 0.908
C -2.460 -0.141 2.727
C -2.182 -1.392 3.282
C -2.777 -1.764 4.475
C -3.648 -0.894 5.117
C -3.926 0.353 4.568
C -3.336 0.734 3.377
H 1.306 1.922 -4.354
H 1.475 3.554 -3.701
H 0.051 3.131 -4.646
H -0.781 4.163 -2.292
H -2.102 4.937 -0.531
H -1.716 4.168 1.015
H -3.193 3.736 0.178
H -1.497 -2.058 2.775
H -2.560 -2.732 4.906
H -4.111 -1.186 6.050
H -4.603 1.028 5.073
H -3.544 1.703 2.946
N 0.756 -3.652 -2.155
C 1.957 -3.598 -1.450
C 2.998 -4.513 -1.329
C 4.040 -4.138 -0.508
C 4.042 -2.907 0.172
C 3.008 -2.005 0.046
C 1.957 -2.369 -0.795
N 0.776 -1.698 -1.126
C 0.095 -2.509 -1.915
C -1.242 -2.139 -2.384
C -2.133 -2.808 -3.159
S -3.564 -1.893 -3.306
C -2.880 -0.657 -2.361
N -1.676 -0.912 -1.938
H 0.432 -4.417 -2.721
H 2.990 -5.465 -1.842
H 4.875 -4.812 -0.376
H 4.878 -2.667 0.813
H 3.006 -1.061 0.571
H -2.036 -3.773 -3.630
H -3.399 0.263 -2.133
C 3.671 2.244 1.382
C 2.501 2.052 2.102
C 1.391 1.481 1.493
C 1.449 1.077 0.160
C 2.626 1.280 -0.560
C 3.729 1.863 0.048
H 4.533 2.694 1.856
H 2.448 2.354 3.140
H 0.488 1.345 2.076
H 2.679 0.988 -1.601
H 4.635 2.022 -0.523
```

Population analysis type natural (NBO), resulting atomic charges in e: atom 1 (Ru): 1.233, atom 2 (C): -0.676, atom 3 (C): 0.345, atom 4 (O): -0.606, atom 5 (C): -0.290, atom 6 (C): 0.128, atom 7 (C): -0.648, atom 8 (N): -0.208, atom 9 (N): -0.286, atom 10 (C): 0.541, atom 11 (O): -0.624, atom 12 (C): -0.080, atom 13 (C): -0.186, atom 14 (C): -0.210, atom 15 (C): -0.168, atom 16 (C): -0.211, atom 17 (C): -0.177, atom 18 (H): 0.234, atom 19 (H): 0.234, atom 20 (H): 0.232, atom 21 (H): 0.234, atom 22 (H): 0.229, atom 23 (H): 0.231, atom 24 (H): 0.228, atom 25 (H): 0.230, atom 26 (H): 0.224, atom 27 (H): 0.225, atom 28 (H): 0.226, atom 29 (H): 0.235, atom 30 (N): -0.503, atom 31 (C): 0.097, atom 32 (C): -0.221, atom 33 (C): -0.184, atom 34 (C): -0.199, atom 35 (C): -0.205, atom 36 (C): 0.161, atom 37 (N): -0.506, atom 38 (C): 0.477, atom 39 (C): 0.045, atom 40 (C): -0.397, atom 41 (S): 0.553, atom 42 (C): -0.098, atom 43 (N): -0.461, atom 44 (H): 0.435, atom 45 (H): 0.231, atom 46 (H): 0.231, atom 47 (H): 0.232, atom 48 (H): 0.246, atom 49 (H): 0.261, atom 50 (H): 0.256, atom 51 (C): -0.206, atom 52 (C): -0.205, atom 53 (C): -0.260, atom 54 (C): -0.044, atom 55 (C): -0.286, atom 56 (C): -0.198, atom 57 (H): 0.224, atom 58 (H): 0.223, atom 59 (H): 0.211, atom 60 (H): 0.225, atom 61 (H): 0.221